1.
Molecular formula: CH5BS2
Method: DFT, ωB97M-V/def2-TZVPD

```
9
Properties=species:S:1:pos:R:3:mulliken_charge:R:1
B -0.455 -0.118 -0.005 0.43
C 1.595 0.434 0.379 -0.99
S -1.455 1.041 -0.977 -0.25
S -0.902 -1.569 0.800 -0.18
H 1.939 0.920 -0.557 0.27
H 1.960 -0.591 0.170 0.25
H 1.866 0.893 1.306 0.31
H -2.560 0.436 -1.172 0.07
H -1.989 -1.446 0.057 0.09
```

Computed properties:
Frontier orbital gap = 9.8 eV
Energy relative to the best compared isomer or geometry (same formula, charge and spin) = 2.4172 eV
Multiplicity = 1

2.
Molecular formula: CH5BrN2
Method: DFT, ωB97M-V/def2-TZVPD

```
9
Properties=species:S:1:pos:R:3:mulliken_charge:R:1
N 1.301 -0.160 -0.181 -0.44
N 0.292 0.186 0.722 -0.33
C -1.171 0.196 -0.007 -0.52
Br -1.055 1.692 -1.276 -0.15
H 0.808 -0.614 -0.919 0.24
H 1.857 0.543 -0.603 0.26
H 0.012 -0.559 1.329 0.26
H -1.238 -0.790 -0.580 0.35
H -2.054 0.474 0.697 0.32
```

Computed properties:
Frontier orbital gap = 10.4 eV
SMILES = NNCBr
Energy relative to the best compared isomer or geometry (same formula, charge and spin) = 0.2796 eV
Multiplicity = 1

3.
Molecular formula: CH5ClNP
Method: DFT, ωB97M-V/def2-TZVPD

```
9
Properties=species:S:1:pos:R:3:mulliken_charge:R:1
C 1.196 -1.090 -0.512 -0.42
P 2.520 -0.852 0.501 0.15
Cl 3.148 1.042 -0.098 -0.23
H 0.637 -2.084 -0.570 0.24
H 0.642 -0.368 -1.084 0.25
N -2.094 0.525 0.562 -0.64
H -2.872 0.889 0.016 0.23
H -1.887 1.264 1.255 0.24
H -1.289 0.673 -0.070 0.19
```

Computed properties:
Frontier orbital gap = 9.5 eV
SMILES = C=PCl.N
Energy relative to the best compared isomer or geometry (same formula, charge and spin) = 1.5396 eV
Multiplicity = 1

4.
Molecular formula: CH5ClNP
Method: DFT, ωB97M-V/def2-TZVPD

```
9
Properties=species:S:1:pos:R:3:mulliken_charge:R:1
C 0.587 1.024 0.588 -0.87
P -0.441 -0.536 0.708 0.31
N 0.149 -1.363 -0.657 -0.52
Cl -2.597 0.311 -0.378 -0.43
H 0.583 1.756 1.413 0.34
H 0.290 1.387 -0.306 0.29
H 1.710 0.782 0.707 0.31
H -0.146 -1.046 -1.592 0.29
H -0.135 -2.316 -0.482 0.29
```

Computed properties:
Frontier orbital gap = 9.3 eV
SMILES = CP(N)Cl
Energy relative to the best compared isomer or geometry (same formula, charge and spin) = 1.0573 eV
Multiplicity = 1

no.,E (hartree)
1,-862.29255
2,-2724.54626
3,-897.37639
4,-897.39412